ORCA calculation (the ωB97M-V functional and the def2-TZVPD basis) on a structure of composition C59H61AsKN4O5P3Si at a distorted geometry.

Last column: Löwdin charge in e.
Positions of all 135 atoms, in Å:
K1 0.966 0.977 -0.503  0.46
C1 -1.739 4.985 -0.039  -0.29
P1 -0.204 3.982 0.197  0.80
C2 -0.448 3.619 2.000  -0.29
C3 1.026 5.367 0.364  -0.43
C4 2.317 4.910 1.062  -0.44
P2 2.862 3.290 0.339  0.84
C5 4.244 2.886 1.478  -0.27
C6 3.811 3.940 -1.091  -0.27
H1 -2.609 4.323 -0.052  0.02
H2 -1.705 5.501 -1.000  0.01
H3 -1.877 5.720 0.760  0.03
H4 -0.488 4.528 2.612  0.04
H5 0.348 2.974 2.379  0.03
H6 -1.388 3.078 2.131  0.02
H7 0.540 6.186 0.907  0.07
H8 1.248 5.720 -0.648  0.05
H9 2.113 4.750 2.125  0.06
H10 3.105 5.668 0.986  0.07
H11 4.777 3.792 1.786  0.03
H12 4.943 2.222 0.968  0.04
H13 3.869 2.362 2.358  0.04
H14 4.655 4.552 -0.754  0.04
H15 3.160 4.539 -1.730  0.01
H16 4.177 3.105 -1.689  0.03
O1 5.234 -3.078 1.063  0.05
C7 4.603 -2.046 0.899  -0.30
C8 4.422 -1.305 -0.396  -0.31
O2 4.880 -1.643 -1.491  0.00
C9 3.581 -0.139 -0.112  -0.38
C10 3.001 -0.313 1.209  -0.36
O3 1.991 0.283 1.666  -0.20
C11 3.826 -1.291 1.944  -0.32
O4 3.853 -1.462 3.157  0.05
O5 3.337 0.821 -0.892  -0.20
N1 -3.913 -1.952 -5.616  0.13
C12 -3.545 -1.209 -4.819  -0.18
C13 -3.097 -0.258 -3.818  -0.21
C14 -3.972 0.709 -3.335  -0.03
C15 -3.504 1.596 -2.387  -0.05
C16 -2.181 1.471 -1.971  -0.14
N2 -1.349 0.542 -2.427  0.08
C17 -1.793 -0.314 -3.338  -0.08
H17 -4.988 0.760 -3.703  0.12
H18 -4.130 2.380 -1.985  0.11
H19 -1.760 2.173 -1.256  0.06
H20 -1.098 -1.070 -3.679  0.11
C18 3.260 -3.385 -3.451  -0.01
N3 1.966 -3.249 -2.797  -0.11
C19 1.038 -4.238 -2.596  -0.08
C20 -0.007 -3.647 -1.948  -0.17
N4 0.259 -2.317 -1.739  0.05
C21 1.450 -2.119 -2.263  -0.16
H21 3.190 -3.072 -4.494  0.09
H22 3.554 -4.432 -3.407  0.09
H23 3.994 -2.779 -2.918  0.06
H24 1.213 -5.249 -2.922  0.10
H25 -0.918 -4.106 -1.602  0.08
H26 1.994 -1.187 -2.270  0.13
C22 -1.956 -2.077 1.328  -0.41
C23 -2.551 -2.747 2.554  -0.46
As1 -3.938 -4.071 2.131  1.28
C24 -2.805 -5.347 1.173  -0.42
C25 -1.582 -5.784 1.679  -0.09
C26 -0.790 -6.649 0.941  -0.08
C27 -1.215 -7.096 -0.304  -0.10
C28 -2.431 -6.670 -0.814  -0.11
C29 -3.220 -5.791 -0.078  -0.14
C30 -3.933 -5.003 3.856  -0.41
C31 -3.547 -4.377 5.037  -0.11
C32 -3.589 -5.062 6.247  -0.09
C33 -4.017 -6.379 6.290  -0.11
C34 -4.407 -7.012 5.117  -0.10
C35 -4.368 -6.326 3.913  -0.13
P3 -0.402 -1.082 1.591  1.08
C36 0.616 -2.445 2.287  -0.35
C37 1.345 -3.203 1.373  -0.09
C38 2.122 -4.274 1.790  -0.08
C39 2.173 -4.615 3.133  -0.09
C40 1.438 -3.880 4.052  -0.09
C41 0.672 -2.803 3.633  -0.10
C42 -0.883 -0.076 3.051  -0.36
C43 0.068 0.318 3.995  -0.10
C44 -0.287 1.149 5.048  -0.08
C45 -1.588 1.617 5.172  -0.11
C46 -2.534 1.259 4.222  -0.11
C47 -2.180 0.424 3.171  -0.13
H27 -2.687 -1.467 0.789  0.07
H28 -1.618 -2.828 0.605  0.05
H29 -2.990 -2.016 3.234  0.05
H30 -1.770 -3.276 3.101  0.04
H31 -1.227 -5.437 2.644  0.10
H32 0.171 -6.955 1.334  0.10
H33 -0.587 -7.763 -0.882  0.10
H34 -2.762 -7.004 -1.790  0.10
H35 -4.165 -5.450 -0.485  0.08
H36 -3.197 -3.353 5.026  0.09
H37 -3.275 -4.562 7.154  0.10
H38 -4.041 -6.914 7.232  0.09
H39 -4.737 -8.043 5.138  0.09
H40 -4.664 -6.834 3.001  0.10
H41 1.328 -2.939 0.324  0.08
H42 2.714 -4.815 1.063  0.11
H43 2.805 -5.430 3.463  0.10
H44 1.483 -4.127 5.106  0.10
H45 0.123 -2.230 4.369  0.10
H46 1.096 -0.007 3.874  0.10
H47 0.468 1.440 5.767  0.10
H48 -1.859 2.267 5.996  0.09
H49 -3.547 1.639 4.289  0.09
H50 -2.929 0.172 2.428  0.10
C48 -2.996 6.780 -3.588  -0.14
C49 -1.717 7.226 -3.288  -0.13
C50 -0.633 6.357 -3.337  -0.15
C51 -0.759 5.009 -3.707  -0.38
C52 -2.071 4.592 -4.001  -0.16
C53 -3.163 5.444 -3.939  -0.13
Si1 0.635 3.676 -3.554  0.66
C54 2.156 4.390 -4.522  -0.38
C55 3.089 3.449 -4.988  -0.15
C56 4.286 3.812 -5.580  -0.12
C57 4.615 5.156 -5.732  -0.14
C58 3.717 6.111 -5.284  -0.13
C59 2.515 5.731 -4.694  -0.13
H51 -3.844 7.452 -3.543  0.08
H52 -1.559 8.260 -3.000  0.09
H53 0.335 6.743 -3.040  0.08
H54 -2.231 3.558 -4.291  0.07
H55 -4.152 5.065 -4.177  0.09
H56 0.138 2.708 -4.636  -0.08
H57 2.876 2.391 -4.859  0.09
H58 4.974 3.043 -5.914  0.09
H59 5.557 5.447 -6.182  0.08
H60 3.949 7.166 -5.392  0.08
H61 1.843 6.516 -4.370  0.06

Properties
HOMO level	-1.31	eV
net charge	-2
ΔE to the lowest compared entry with this formula, charge and spin	0.0	kJ/mol